No. 1
C24H24Cl2N4O2PSSbSe4Tc | wB97M-V/def2-TZVPD

Computed properties:
Charge: +3
Electronic energy, eV: -350598.9554
Energy above the lowest of the compared OMol25 structures with the same formula, charge and spin, kJ/mol: 0.0
Maximum force, eV/Å: 1.115
Highest occupied orbital energy (spin up / spin down), hartree: -0.5724 / -0.5724
HOMO-LUMO gap (spin up / spin down), eV: 5.387 / 5.386

Positions of all 64 atoms, in Å:
Tc (-0.484, 0.676, 0.505)
N (-1.557, -2.870, 8.180)
C (-1.046, -2.482, 7.010)
C (-0.735, -1.118, 6.778)
C (-0.217, -0.718, 5.581)
C (0.018, -1.672, 4.570)
C (-0.290, -3.029, 4.778)
C (-0.801, -3.426, 5.980)
S (0.617, -1.105, 3.099)
O (1.536, -0.017, 3.256)
O (1.241, -2.261, 2.314)
N (-0.546, -0.603, 2.064)
C (-1.464, -1.522, 1.525)
N (-1.856, -2.636, 2.083)
C (-2.787, -3.315, 1.399)
C (-3.312, -2.869, 0.193)
C (-2.805, -1.692, -0.324)
N (-1.853, -1.031, 0.340)
H (-1.705, -2.216, 8.930)
H (-1.751, -3.838, 8.372)
H (-0.893, -0.395, 7.567)
H (0.044, 0.321, 5.427)
H (-0.111, -3.755, 3.998)
H (-1.018, -4.471, 6.157)
H (-3.123, -4.245, 1.842)
H (-4.079, -3.424, -0.325)
H (-3.133, -1.276, -1.269)
Se (2.997, -3.408, -0.364)
Sb (3.342, -2.285, 2.073)
Se (0.942, -2.539, -0.780)
Se (1.344, -0.117, -0.504)
Se (3.327, -4.663, 1.675)
Cl (-4.841, 2.263, -1.348)
C (-3.472, 2.744, -0.420)
Cl (-1.946, 1.927, -1.111)
H (-3.535, 2.411, 0.607)
H (-3.263, 3.804, -0.507)
C (1.656, 2.831, 2.597)
P (0.699, 2.711, 1.065)
C (-0.726, 3.769, 1.425)
C (-1.638, 3.281, 2.369)
C (-2.745, 4.038, 2.728)
C (-2.947, 5.281, 2.140)
C (-2.046, 5.765, 1.199)
C (-0.935, 5.012, 0.837)
C (1.708, 3.462, -0.225)
C (1.381, 3.271, -1.571)
C (2.131, 3.871, -2.569)
C (3.222, 4.661, -2.234)
C (3.561, 4.851, -0.902)
C (2.809, 4.257, 0.101)
H (1.850, 3.883, 2.804)
H (2.593, 2.282, 2.525)
H (1.069, 2.420, 3.415)
H (-1.456, 2.330, 2.870)
H (-3.436, 3.672, 3.477)
H (-3.800, 5.881, 2.428)
H (-2.201, 6.739, 0.755)
H (-0.232, 5.396, 0.108)
H (0.531, 2.663, -1.853)
H (1.864, 3.725, -3.607)
H (3.809, 5.130, -3.013)
H (4.410, 5.466, -0.640)
H (3.091, 4.426, 1.130)

No. 2
C4H5FI2 | wB97M-V/def2-TZVPD

Computed properties:
Charge: 0
Electronic energy, eV: -23142.5957
Energy above the lowest of the compared OMol25 structures with the same formula, charge and spin, kJ/mol: 347.1
Maximum force, eV/Å: 6.412
Highest occupied orbital energy (spin up / spin down), hartree: -0.3035 / -0.2923
HOMO-LUMO gap (spin up / spin down), eV: 7.890 / 7.377

Positions of all 12 atoms, in Å:
C (0.150, -0.016, 1.895)
C (0.904, 1.047, 3.322)
C (1.096, 0.028, -0.244)
C (-0.083, 0.572, 0.618)
F (1.328, 0.266, 4.310)
I (-0.827, -1.560, 2.842)
I (2.169, 2.533, 2.747)
H (0.800, 0.247, -1.309)
H (1.260, -1.011, -0.145)
H (1.925, 0.467, 0.026)
H (0.124, 1.662, 0.722)
H (-1.074, 0.499, 0.074)

Repeat the second record exactly.
C4H5FI2 | wB97M-V/def2-TZVPD

Computed properties:
Charge: 0
Electronic energy, eV: -23142.5957
Energy above the lowest of the compared OMol25 structures with the same formula, charge and spin, kJ/mol: 347.1
Maximum force, eV/Å: 6.412
Highest occupied orbital energy (spin up / spin down), hartree: -0.3035 / -0.2923
HOMO-LUMO gap (spin up / spin down), eV: 7.890 / 7.377

Positions of all 12 atoms, in Å:
C (0.150, -0.016, 1.895)
C (0.904, 1.047, 3.322)
C (1.096, 0.028, -0.244)
C (-0.083, 0.572, 0.618)
F (1.328, 0.266, 4.310)
I (-0.827, -1.560, 2.842)
I (2.169, 2.533, 2.747)
H (0.800, 0.247, -1.309)
H (1.260, -1.011, -0.145)
H (1.925, 0.467, 0.026)
H (0.124, 1.662, 0.722)
H (-1.074, 0.499, 0.074)